1.
# C4H12S

A cluster of 2 separate species, C4H12S in total in a non-equilibrium geometry (ωB97M-V with the def2-TZVPD basis set, the Open Molecules 2025 dataset).

Cartesian coordinates (Å):
C1 2.69827 -2.76378 -1.28053
S1 1.46211 -1.47447 -1.14632
C2 1.49000 -0.66859 0.52306
H1 2.70268 -2.80545 -2.40694
H2 3.80813 -2.36818 -0.93139
H3 2.40585 -3.66422 -0.70101
H4 2.22229 0.09657 0.47338
H5 1.64189 -1.33671 1.38683
H6 0.45182 -0.39639 0.84219
C3 -2.71564 1.27312 0.45610
C4 -1.94921 2.58875 0.24309
H7 -3.61283 1.07109 -0.16429
H8 -2.08138 0.33569 0.47532
H9 -3.12043 1.28222 1.49773
H10 -1.54573 2.63591 -0.78136
H11 -2.72341 3.40701 0.49745
H12 -1.13442 2.78744 1.01669

- ΔE to the lowest compared entry with this formula, charge and spin: 1.169 eV
- Charge: 0
- Highest occupied orbital energy: -8.489 eV
- 2S+1: 1
- DFT total energy: -15176.53732 eV

***

2.
# C4H12S

A cluster of 2 separate species, C4H12S in total in a non-equilibrium geometry (ωB97M-V with the def2-TZVPD basis set, the Open Molecules 2025 dataset).

Cartesian coordinates (Å):
C1 -1.00029 -1.84362 3.67731
C2 -0.31587 -1.71816 5.07512
H1 -0.37718 -2.39819 2.98598
H2 -1.88637 -2.41207 3.96995
H3 -1.42252 -0.90286 3.33407
H4 -0.05224 -2.65833 5.55701
H5 -1.00651 -1.16085 5.70558
H6 0.65349 -1.21422 5.00687
C3 0.16333 1.88271 -4.83700
C4 0.38955 1.13803 -3.46450
S1 1.58745 2.19907 -2.55154
H7 -0.25545 2.84668 -4.54143
H8 1.06364 1.98459 -5.43054
H9 -0.63365 1.34400 -5.34552
H10 0.76991 0.15621 -3.72714
H11 -0.51349 1.06890 -2.86608
H12 2.83621 1.68809 -2.54813

- ΔE to the lowest compared entry with this formula, charge and spin: 1.177 eV
- Charge: +1
- ⟨S²⟩: 0.75
- Highest occupied orbital energy (spin up / spin down): -13.188 / -13.188 eV
- 2S+1: 2
- DFT total energy: -15167.91734 eV

***

3.
# C4H12S2

A cluster of 2 separate species, C4H12S2 in total in a non-equilibrium geometry (ωB97M-V with the def2-TZVPD basis set, the Open Molecules 2025 dataset).

Cartesian coordinates (Å):
C1 -1.02854 0.83459 -1.42845
S1 -1.34060 2.38244 -2.26262
C2 -0.67731 3.64756 -1.15168
H1 -1.23441 0.91101 -0.34752
H2 0.02843 0.55095 -1.56609
H3 -1.66432 0.03913 -1.85229
H4 -1.00051 3.51988 -0.10485
H5 -0.98545 4.64935 -1.49531
H6 0.42327 3.58554 -1.19013
C3 0.18989 -1.90662 0.04920
S2 0.20393 -3.28341 1.30415
C4 1.43626 -2.62615 2.48053
H7 1.19275 -1.80497 -0.39861
H8 -0.07624 -0.95337 0.53614
H9 -0.53674 -2.10496 -0.75657
H10 2.32778 -2.25965 1.94436
H11 1.75260 -3.39666 3.20361
H12 0.98921 -1.78467 3.03613

- ΔE to the lowest compared entry with this formula, charge and spin: 0.532 eV
- Charge: 0
- Highest occupied orbital energy: -8.514 eV
- 2S+1: 1
- DFT total energy: -26012.58546 eV

***

4.
# C4H12S2

A cluster of 2 separate species, C4H12S2 in total in a non-equilibrium geometry (ωB97M-V with the def2-TZVPD basis set, the Open Molecules 2025 dataset).

Cartesian coordinates (Å):
C1 -0.73551 -1.09704 -1.27618
S1 -0.04583 -2.03795 0.08397
C2 -0.06935 -3.70227 -0.54719
H1 -1.01114 -1.74060 -2.10184
H2 -1.63897 -0.68369 -0.81945
H3 -0.02104 -0.35836 -1.61728
H4 -0.11803 -4.39102 0.28344
H5 0.82020 -3.87253 -1.15588
H6 -0.97320 -3.80942 -1.16172
C3 0.66680 1.63262 1.72981
S2 0.76414 2.37306 0.08512
C4 -1.02543 2.35043 -0.29697
H7 0.03683 2.22071 2.38016
H8 0.37175 0.57826 1.68068
H9 1.67049 1.65585 2.13538
H10 -1.53769 3.07444 0.30470
H11 -1.36708 1.33038 -0.11623
H12 -1.14502 2.53015 -1.36184

- ΔE to the lowest compared entry with this formula, charge and spin: 0.147 eV
- Charge: +1
- ⟨S²⟩: 0.75
- Highest occupied orbital energy (spin up / spin down): -13.477 / -11.757 eV
- 2S+1: 2
- DFT total energy: -26004.17997 eV

***

5.
# C4H12SSi

A cluster of 2 separate species, C4H12SSi in total in a non-equilibrium geometry (ωB97M-V with the def2-TZVPD basis set, the Open Molecules 2025 dataset).

Cartesian coordinates (Å):
C1 -2.01685 -1.84026 0.47596
C2 -1.88906 0.97243 -1.25784
C3 1.29861 -0.24090 0.00520
C4 2.21763 0.85228 0.53615
Si1 -1.29316 -0.04554 0.26821
S1 4.15593 0.37431 0.16322
H1 -1.46365 -2.68223 0.02461
H2 -2.11081 -2.13441 1.57116
H3 -3.05300 -1.82743 0.07278
H4 -2.64022 1.82684 -1.12606
H5 -0.99384 1.20205 -1.80857
H6 -2.49237 0.22399 -1.83613
H7 1.14971 -0.42503 -1.07320
H8 1.52861 -1.18136 0.46051
H9 2.28149 0.74827 1.60835
H10 2.21140 1.89287 0.12195
H11 -1.37681 0.61005 1.67040
H12 4.48641 1.67407 0.12329

- ΔE to the lowest compared entry with this formula, charge and spin: 3.456 eV
- Charge: 0
- Highest occupied orbital energy: -8.204 eV
- 2S+1: 1
- DFT total energy: -23053.01541 eV

***

6.
# C4H12Si4

A structure of composition C4H12Si4 in a non-equilibrium geometry (ωB97M-V with the def2-TZVPD basis set, the Open Molecules 2025 dataset).

Cartesian coordinates (Å):
C1 0.90178 0.65652 0.47127
C2 -0.07546 0.74369 -0.41572
C3 0.12143 -0.65852 0.94933
C4 -0.97094 -0.40352 0.25493
Si1 2.64233 1.30240 0.32116
Si2 -1.10808 1.99920 -2.74282
Si3 0.91012 -2.02021 2.04427
Si4 -2.64828 -1.11172 -0.08498
H1 3.54872 0.32145 0.91093
H2 2.76224 2.52710 1.25567
H3 2.84994 1.64445 -1.00842
H4 0.06494 2.57926 -3.37011
H5 -2.18725 2.88478 -2.50331
H6 -1.17017 0.64235 -3.46462
H7 0.08685 -2.77165 3.04589
H8 1.71180 -1.45867 3.04362
H9 1.55237 -3.04816 1.28119
H10 -2.61854 -2.48121 0.84072
H11 -2.83610 -1.10138 -1.55784
H12 -3.53769 -0.24615 0.72884

- ΔE to the lowest compared entry with this formula, charge and spin: 2.582 eV
- Charge: 0
- Highest occupied orbital energy: -7.684 eV
- 2S+1: 1
- DFT total energy: -35843.61371 eV